[1]
A cluster of 2 separate species, C4H13N2O2 in total at a distorted geometry. Source: the OMol25 dataset; level of theory: ωB97M-V with the def2-TZVPD basis set.

```
21
Properties=species:S:1:pos:R:3
O 1.62 0.44 0.49
O 2.15 0.80 2.66
N 2.18 -1.25 1.89
N 0.20 -0.25 -1.54
C -0.86 -0.03 -0.51
C 1.95 0.03 1.62
C -2.25 -0.84 -1.10
C -1.08 1.53 -0.37
H -3.01 -0.69 -0.32
H 1.13 -0.05 -1.04
H 1.96 -1.95 1.17
H -2.15 -1.88 -1.27
H 0.02 0.55 -2.21
H 2.13 -1.55 2.85
H -0.05 1.87 -0.30
H -2.69 -0.45 -2.05
H -0.63 -0.46 0.42
H 2.40 1.70 2.40
H -1.81 1.79 -1.16
H 0.30 -1.05 -2.17
H -1.51 1.74 0.54
```

Summary:
Charge: +1
Gap between HOMO and LUMO, Ha: 0.4304

Löwdin population analysis, charges in e, atoms 1 to 6:
1. O -0.013
2. O 0.170
3. N 0.213
4. N 0.149
5. C -0.312
6. C -0.622

---

[2]
A cluster of 2 separate species, C4H13N2O2 in total at a distorted geometry. Source: the OMol25 dataset; level of theory: ωB97M-V with the def2-TZVPD basis set.

```
21
Properties=species:S:1:pos:R:3
O -1.16 0.63 1.55
O -2.39 -1.02 -1.74
N -0.41 -1.12 2.76
N 0.03 -0.08 -0.73
C 0.35 -0.88 0.49
C 2.02 1.47 -0.72
C -0.48 -0.37 1.66
C 0.51 1.32 -0.84
H 0.35 -0.62 -1.52
H -1.01 -0.15 -0.81
H 2.21 2.54 -0.77
H 0.12 -1.92 0.26
H 0.02 1.92 -0.10
H 0.23 1.69 -1.82
H -0.99 -0.94 3.58
H -3.11 -0.91 -1.09
H -2.84 -0.87 -2.58
H 1.41 -0.84 0.74
H 0.20 -1.90 2.93
H 2.54 0.92 -1.49
H 2.38 1.13 0.26
```

Summary:
Charge: +1
Gap between HOMO and LUMO, Ha: 0.4202

Löwdin population analysis, charges in e, atoms 1 to 6:
1. O 0.089
2. O -0.043
3. N 0.191
4. N 0.037
5. C -0.030
6. C -0.053

---

[3]
A cluster of 2 separate species, C4H13N2O4PS in total at a distorted geometry. Source: the OMol25 dataset; level of theory: ωB97M-V with the def2-TZVPD basis set.

```
25
Properties=species:S:1:pos:R:3
S -1.46 -0.11 -1.32
P 0.28 -0.72 1.11
O -0.23 -0.42 2.43
O 1.10 -1.70 0.42
O -0.84 1.20 -1.43
O -1.12 -0.55 0.33
N 1.15 0.97 0.76
N -0.61 -1.33 -2.01
C 3.62 1.52 0.86
C -5.23 -0.69 -1.10
C 3.27 0.10 1.55
C 2.50 0.62 0.39
H 4.62 1.78 0.39
H 1.11 1.56 1.58
H -0.97 -2.03 -2.70
H 0.47 -1.24 -1.89
H -4.58 -0.94 -2.12
H 2.82 0.16 2.55
H 0.45 1.44 0.02
H 4.02 -0.62 1.42
H -4.56 -0.51 -0.14
H -5.74 0.26 -1.18
H 2.55 0.17 -0.64
H -6.03 -1.48 -0.66
H 3.41 2.56 1.39
```

Summary:
Charge: 0
Gap between HOMO and LUMO, Ha: 0.3844

Löwdin population analysis, charges in e, atoms 1 to 6:
1. S 0.879
2. P 0.253
3. O -0.272
4. O -0.271
5. O -0.472
6. O -0.452